No. 1
{"formula": "C36H68AlBeCl6FINO16P3S2", "method": "ωB97M-V/def2-TZVPD", "elements": ["C", "C", "C", "C", "P", "S", "C", "C", "C", "P", "O", "O", "C", "C", "O", "C", "C", "N", "C", "C", "C", "C", "O", "C", "C", "C", "C", "I", "C", "C", "P", "O", "O", "C", "C", "O", "C", "C", "H", "H", "H", "H", "H", "H", "H", "H", "H", "H", "H", "H", "H", "H", "H", "H", "H", "H", "H", "H", "H", "H", "H", "H", "H", "H", "H", "H", "H", "H", "H", "H", "H", "H", "H", "H", "H", "H", "H", "H", "H", "H", "H", "H", "H", "H", "Cl", "C", "C", "Cl", "H", "H", "H", "H", "O", "H", "H", "C", "C", "O", "C", "O", "O", "F", "H", "H", "H", "C", "Cl", "Cl", "Cl", "H", "C", "C", "O", "H", "H", "H", "H", "H", "H", "Cl", "C", "S", "O", "C", "H", "H", "H", "H", "H", "H", "Be", "C", "O", "O", "O", "Al"], "positions_angstrom": [[2.0451, -2.1577, 0.6765], [1.7890, -1.3637, -0.2034], [1.3881, -0.3848, -1.2579], [-0.1944, -0.3546, -1.4727], [-0.3943, 1.3222, -2.3237], [0.1558, 2.8699, -1.2567], [-0.6329, -0.4294, 0.0114], [-0.3426, 0.5839, 1.1026], [-0.0013, -0.0152, 2.4966], [0.4099, 1.3905, 3.6402], [0.3265, 0.9843, 5.0392], [1.8118, 2.0517, 3.2056], [2.9291, 1.5597, 3.9922], [3.2173, 0.0519, 3.7651], [-0.7793, 2.4738, 3.3919], [-0.4044, 3.5565, 2.5116], [-1.6927, 4.1995, 1.9598], [-1.2845, -1.5348, 0.1555], [-1.9543, -2.1358, 1.3015], [-0.9366, -2.9994, 2.0992], [-0.7714, -2.9410, 3.4493], [-1.4519, -2.3447, -1.0736], [-1.0783, -3.7047, -0.8923], [-0.8179, -1.5828, -2.2806], [0.3323, -2.4810, -2.8542], [-0.1021, -3.6423, -3.7967], [1.1291, -4.5773, -3.9854], [0.4343, -6.5103, -4.6787], [-1.7770, -1.2662, -3.4457], [-2.9893, -2.2618, -3.5753], [-4.4536, -1.4526, -2.8217], [-4.0401, -0.4984, -1.7622], [-5.2470, -0.7545, -4.0387], [-5.1677, 0.6984, -4.0366], [-6.2462, 1.2886, -3.0905], [-5.4700, -2.5444, -2.1992], [-5.8456, -2.3032, -0.8238], [-6.9894, -3.2884, -0.4514], [2.6132, -2.7035, 1.4690], [1.7454, 0.5813, -0.8539], [1.9424, -0.5290, -2.1938], [0.2869, 1.3114, -3.5710], [-1.7532, 1.5345, -2.6607], [-1.1978, 1.2753, 1.1737], [0.5612, 1.1218, 0.7765], [0.8600, -0.6907, 2.4926], [-0.9200, -0.4329, 2.9228], [2.7628, 1.7854, 5.0544], [3.8452, 2.0931, 3.7037], [4.2266, -0.1791, 4.1360], [2.4836, -0.5840, 4.2876], [3.1432, -0.1178, 2.6752], [0.1721, 3.2253, 1.6294], [0.1816, 4.3397, 3.0084], [-2.1754, 3.5553, 1.2005], [-2.4030, 4.4224, 2.7676], [-1.4774, 5.1554, 1.4506], [-2.7709, -2.8240, 1.0236], [-2.4102, -1.3894, 1.9655], [-0.3517, -3.7180, 1.5028], [0.3078, -2.6922, 3.8163], [-1.5222, -3.1664, 4.2151], [-2.5562, -2.4366, -1.0871], [-1.8204, -4.2057, -1.2566], [0.9589, -2.9425, -2.0756], [0.9728, -1.8154, -3.4635], [-0.4069, -3.2620, -4.7835], [-0.8843, -4.2745, -3.3554], [1.8670, -4.1463, -4.6745], [1.6168, -4.7888, -3.0250], [-2.2514, -0.2779, -3.3978], [-1.2643, -1.3053, -4.4186], [-3.1719, -2.4068, -4.6515], [-2.7713, -3.2474, -3.1456], [-4.1500, 1.0497, -3.8096], [-5.4056, 1.0247, -5.0584], [-7.0336, 1.7555, -3.6967], [-5.8246, 2.0683, -2.4318], [-6.6632, 0.5340, -2.4082], [-6.2457, -1.2943, -0.6574], [-4.9661, -2.4602, -0.1744], [-6.9278, -4.2224, -1.0251], [-7.9440, -2.7784, -0.6282], [-6.9108, -3.5078, 0.6257], [5.1489, -7.1045, -2.6730], [5.4818, -5.8857, -3.9318], [5.8178, -4.5388, -3.3437], [4.3966, -3.7840, -2.5533], [4.6132, -5.8333, -4.5860], [6.3265, -6.2518, -4.5132], [6.1398, -3.8620, -4.1276], [6.6139, -4.6091, -2.6086], [7.7299, -2.4552, -3.5689], [8.5536, -2.0008, -3.7804], [7.4418, -2.0457, -2.7458], [-2.8067, 6.7080, -3.2121], [-2.7622, 5.9237, -1.9227], [-2.8542, 4.5823, -2.3567], [-2.2979, 4.5386, -3.6004], [-1.9610, 3.5536, -4.1508], [-2.1624, 5.8026, -4.1215], [-3.8161, 6.2021, -1.1493], [-3.8253, 6.9081, -3.5458], [-2.2644, 7.6607, -3.1523], [-1.8297, 6.0546, -1.3298], [6.0103, -2.3760, 1.9872], [7.3388, -3.4826, 1.6592], [6.4121, -0.7439, 1.4588], [4.5214, -2.9324, 1.1869], [5.8360, -2.3564, 3.0565], [11.1846, -2.0661, 3.2252], [10.7888, -0.8840, 2.3610], [10.3839, -1.3181, 1.0637], [11.9991, -2.6222, 2.7601], [11.5035, -1.7381, 4.2157], [10.3462, -2.7594, 3.3394], [11.6309, -0.2062, 2.2315], [9.9646, -0.3263, 2.8208], [9.6333, -1.9084, 1.1754], [1.0420, -3.8612, 4.9257], [-6.2392, 5.2787, 2.3825], [-5.8534, 6.9981, 2.7488], [-4.3744, 7.1508, 2.6521], [-6.2807, 6.9245, 4.4924], [-6.0070, 5.0920, 1.3351], [-5.6369, 4.6236, 3.0131], [-7.3003, 5.1002, 2.5558], [-5.6760, 6.1649, 4.9881], [-7.3406, 6.6928, 4.5958], [-6.0778, 7.8980, 4.9348], [-0.4494, 6.4006, -2.5328], [-0.2336, 5.0310, 5.7063], [-1.3988, 4.7825, 5.4369], [0.1627, 6.0249, 6.3530], [0.7567, 4.3394, 5.3746], [0.5819, -6.4727, 5.5812]], "mulliken_charge": [-0.79, -0.23, -1.93, 0.74, 0.09, -0.23, -0.36, -1.13, 0.82, 0.79, -0.88, -0.38, -0.59, -0.64, -0.31, 0.04, -1.19, 0.62, -0.73, 0.39, -1.04, -2.05, -0.50, 3.59, -2.26, -0.37, -1.23, 0.03, -0.97, -0.69, 0.55, -0.42, -0.42, 0.34, -0.95, -0.34, 0.69, -1.29, 0.70, 0.88, 0.87, 0.27, -0.05, 0.43, 0.54, -0.43, 0.07, 0.36, 0.47, 0.48, 0.18, 0.05, 0.06, 0.57, 0.17, 0.30, 0.30, 0.31, 0.74, 0.48, 0.26, 0.46, 0.17, 0.56, 0.09, 0.79, 0.35, 0.51, 0.51, 0.41, -0.44, 0.74, 0.54, 0.39, -0.29, 0.48, 0.35, 0.21, 0.23, 0.26, -0.42, 0.33, 0.33, 0.37, -0.19, -0.42, -0.72, -0.05, 0.28, 0.37, 0.31, 0.42, -0.59, 0.30, 0.28, -0.65, 0.46, -0.03, 0.58, -0.41, -0.36, -0.34, 0.36, 0.29, 0.23, 0.05, -0.12, -0.13, -0.08, 0.30, -0.89, -0.16, -0.47, 0.26, 0.32, 0.24, 0.29, 0.18, 0.23, -0.40, -0.82, 0.55, -0.53, -0.89, 0.24, 0.26, 0.39, 0.28, 0.37, 0.33, 0.53, 0.96, -0.34, -0.26, -0.31, 0.75], "e_lumo_ev": -12.301, "charge": 3, "homo_energy_ha": -0.5016}

***

No. 2
{"formula": "C4H7NOS2", "method": "ωB97M-V/def2-TZVPD", "elements": ["C", "C", "C", "C", "H", "H", "H", "H", "H", "H", "H", "N", "O", "S", "S"], "positions_angstrom": [[1.5259, 1.3501, 0.5481], [0.5179, 0.7108, -0.5210], [-0.3804, -0.4244, -0.1557], [-1.8351, -0.1028, -0.0315], [2.3016, 2.0523, -0.0395], [0.8997, 2.0987, 1.3546], [2.0144, 0.7013, 1.2557], [-0.1564, 1.4914, -0.9596], [1.0498, 0.2912, -1.4121], [1.2871, -3.1516, -0.0526], [-3.9913, -0.9180, 0.1564], [-0.0060, -1.6663, -0.0571], [-2.2237, 1.0005, -0.2234], [1.6828, -1.9354, -0.0505], [-2.6862, -1.4980, 0.1883]], "mulliken_charge": [-0.84, -0.88, 0.58, 0.69, 0.24, 0.25, 0.35, 0.29, 0.47, 0.16, 0.16, -0.58, -0.54, -0.11, -0.23], "e_lumo_ev": -0.126, "charge": 0, "homo_energy_ha": -0.3401}

***

Listing Kohn-Sham gap for the structures above in their given order: 1.347, 9.127 eV.
Listing relative energy (zero: lowest compared OMol25 entry of this formula, charge and spin) for the structures above in their given order: 1.4934, 2.3244 eV.